Record 1
Entry from the OMol25 dataset: C20H47NO2P2Sn as an isolated structure (ωB97M-V with the def2-TZVPD basis set).

Cartesian coordinates (Å):
Sn -0.11865 -0.10838 -0.06872
C -0.57623 2.12920 0.70194
O -0.16899 3.00485 1.34364
C 0.74379 -1.98068 -1.27721
O 1.58540 -2.76096 -1.43352
P 0.41290 -1.23387 2.30057
C -1.19217 -1.95570 2.85520
H -0.91967 -2.53992 3.74957
C 1.54174 -2.71677 2.27937
H 1.19717 -3.24715 1.37407
C 0.85942 -0.12724 3.72408
H 0.03775 0.61149 3.70952
C -0.19196 3.09723 -2.60829
P -0.52215 1.26923 -2.43153
H -2.52017 1.57562 -3.64999
H -0.81339 3.54546 -1.81538
C 0.03506 0.56155 -4.06288
H -0.47860 1.20437 -4.79509
C 3.01229 -2.34731 2.07742
H 3.57516 -3.27670 1.90729
H 3.44557 -1.86950 2.96704
H 3.18567 -1.70509 1.20216
C 1.39898 -3.68072 3.46036
H 1.74255 -3.24045 4.40426
H 2.03849 -4.55102 3.25561
H 0.37917 -4.05807 3.59435
C 0.83655 -0.81684 5.09124
H -0.07570 -1.39528 5.28018
H 0.88014 -0.03155 5.86046
H 1.70972 -1.46401 5.24625
C 2.16707 0.64403 3.52562
H 2.31827 1.28782 4.40411
H 2.13891 1.30091 2.64659
H 3.04069 -0.01625 3.44963
C -2.20764 -0.88820 3.29522
H -2.01945 -0.57295 4.33160
H -3.21533 -1.32429 3.26060
H -2.20441 0.00534 2.65927
C -1.76539 -2.93435 1.81951
H -1.84157 -2.50133 0.81318
H -2.77916 -3.21531 2.13827
H -1.16463 -3.85260 1.75575
C -0.67125 3.65512 -3.95617
H -1.72681 3.43981 -4.16234
H -0.06541 3.28959 -4.79673
H -0.56469 4.74866 -3.92854
C 1.25996 3.50233 -2.33024
H 1.97951 3.00734 -2.99546
C -3.01156 -0.12435 -2.40765
H 1.55085 3.31879 -1.28766
H 1.34600 4.58574 -2.49960
C -3.02537 2.30533 -1.66321
H -2.56362 -0.67944 -1.57186
H -4.08034 -0.00374 -2.18296
H -2.93792 -0.74097 -3.30924
C -2.37875 1.26220 -2.59947
H -4.08072 2.04432 -1.49921
H -3.00160 3.31247 -2.10206
H -2.52411 2.33793 -0.68343
C -0.42207 -0.88678 -4.26419
H -0.19069 -1.50819 -3.38558
H 0.12395 -1.30354 -5.12210
H -1.48986 -0.95370 -4.49888
C 1.54933 0.67372 -4.26605
H 2.11107 0.15739 -3.47294
H 1.90104 1.70878 -4.34725
H 1.80105 0.17514 -5.21293
H -2.11810 0.28577 0.42388
H -2.06785 -0.50003 0.60547
N 2.20291 0.68130 -0.19125
H 2.27399 1.62810 0.18680
H 2.50167 0.69704 -1.16807
H 2.81221 0.05924 0.34759

Atomic forces in eV per Å
2.3 1.0 -1.2
2.2 4.6 4.1
-2.1 -3.7 -3.1
4.4 -4.4 -0.7
-3.9 3.4 0.4
-0.5 -1.7 2.9
-0.6 0.2 -0.6
0.2 0.2 -0.4
0.5 0.0 -1.7
0.1 -0.1 0.2
0.0 1.7 -0.7
0.1 -0.2 0.1
0.8 0.6 1.6
-2.1 0.6 -2.3
0.1 -0.2 0.4
0.1 -0.1 -0.2
0.8 -1.0 0.4
0.0 0.0 0.4
0.4 -0.1 0.1
-0.1 0.3 0.0
-0.1 -0.2 -0.3
0.0 -0.1 0.1
-0.5 0.0 0.7
-0.1 -0.2 -0.4
-0.1 0.3 -0.1
0.3 0.0 0.0
-0.1 -0.8 0.3
0.3 0.1 0.0
0.0 0.0 -0.3
-0.3 0.3 -0.1
0.3 0.1 0.1
0.0 -0.1 -0.3
0.0 0.0 0.1
-0.3 0.3 0.1
-0.1 0.0 0.3
-0.1 0.0 -0.4
0.2 0.2 0.1
-0.1 0.0 0.2
0.1 -0.3 0.4
-0.1 0.0 -0.2
0.3 0.0 -0.2
-0.2 0.2 -0.1
-0.3 -0.5 -0.6
0.3 0.1 0.0
-0.1 0.2 0.2
0.0 -0.3 0.2
0.2 0.2 -0.1
-0.2 0.3 0.3
-0.2 0.0 -0.4
0.0 0.1 -0.1
0.1 -0.3 0.1
-0.1 0.1 -0.2
-0.1 -0.1 -0.1
0.3 -0.1 0.0
-0.1 0.1 0.4
-0.2 -0.3 0.5
0.3 0.2 0.0
0.0 -0.3 0.3
-0.3 0.1 -0.1
-0.2 0.0 -0.3
-0.2 0.0 -0.3
-0.2 0.0 0.3
0.4 -0.1 0.1
0.2 0.2 -0.2
0.0 0.0 -0.2
-0.1 -0.4 0.0
0.0 0.1 0.3
-0.7 -1.3 0.4
-0.8 1.3 -0.1
-1.0 -0.4 0.1
0.3 -0.1 -0.1
0.3 0.1 0.2
0.1 0.3 -0.2

Computed properties:
LUMO energy ... -15.922 eV
Largest force on an atom ... 6.51 eV/A
Calculated total energy ... -1890.758686 hartree
Net charge ... +4
HOMO level ... -22.7 eV


Record 2
Entry from the OMol25 dataset: C20H48As4RuS4 as an isolated structure (ωB97M-V with the def2-TZVPD basis set).

Cartesian coordinates (Å):
Ru 0.18226 -0.32697 0.32985
C -1.40113 2.66637 -0.36218
C -2.57193 2.40801 0.57420
S -2.63746 0.72090 1.24583
C -2.46195 0.96222 3.03911
C -1.39406 0.05826 3.63805
S 0.21916 0.03187 2.80558
C 0.83654 1.73352 2.93967
C 0.28202 2.74272 1.95112
S 0.22969 2.11868 0.23506
H -1.51366 2.13711 -1.31034
H -1.31596 3.73181 -0.58590
H -2.58820 3.10584 1.40946
H -3.49244 2.59566 0.01801
H -2.25367 2.01012 3.24205
H -3.41483 0.73045 3.51811
H -1.18913 0.33629 4.67422
H -1.70960 -0.98590 3.64899
H 0.65055 2.06856 3.96261
H 1.91954 1.64231 2.83835
H -0.71186 3.08230 2.22481
H 0.93048 3.62056 1.93462
C 3.84258 0.66880 0.30474
As 2.43506 -0.08997 -0.78546
C 2.32635 1.09872 -2.30861
C 3.20641 -1.62879 -1.71716
C 3.43303 -3.00905 -1.07671
C 3.91260 -3.92210 -2.22092
C 2.11077 -3.60083 -0.56165
As 0.92990 -2.68278 0.70751
C -0.51899 -3.96069 0.74392
C 1.75443 -2.93807 2.44342
C 4.53248 -2.92348 0.01535
As 5.70401 -4.49564 0.25186
C 7.51693 -3.93969 0.55571
C 5.12114 -5.66885 1.65903
H 4.72949 0.76813 -0.32426
H 4.06462 0.04585 1.17022
H 3.54436 1.66297 0.64003
H 3.31549 1.14129 -2.76809
H 2.03051 2.09886 -2.00324
H 1.61057 0.69988 -3.02696
H 4.15245 -1.24856 -2.11746
H 2.53902 -1.75014 -2.57748
H 3.21995 -3.89104 -3.06142
H 3.97498 -4.96622 -1.90022
H 4.89237 -3.61314 -2.59364
H 2.28538 -4.57009 -0.07953
H 1.46684 -3.80622 -1.42293
H -0.12292 -4.93799 1.02286
H -0.96804 -4.01159 -0.24733
H -1.26342 -3.65385 1.47991
H 2.18173 -3.94058 2.48601
H 0.98986 -2.85153 3.21376
H 2.52112 -2.19026 2.64121
H 4.13387 -2.71551 1.01417
H 5.24229 -2.12927 -0.22951
H 7.86348 -3.30965 -0.26045
H 8.13999 -4.83025 0.63316
H 7.53388 -3.39228 1.50226
H 4.09932 -6.00180 1.49396
H 5.20649 -5.11477 2.59756
H 5.78600 -6.53168 1.68655
C -3.55577 -2.97220 -2.71731
As -3.43457 -1.64800 -1.34062
C -4.53265 -0.16496 -1.85214
C -4.03325 -2.40232 0.32579
S -1.31090 -1.02794 -1.34454
H -4.60842 -3.25212 -2.79992
H -2.96322 -3.84698 -2.45259
H -3.21235 -2.54869 -3.66062
H -5.54811 -0.54905 -1.96760
H -4.18164 0.23328 -2.80354
H -4.51846 0.59817 -1.07658
H -4.36362 -3.42349 0.13692
H -4.86494 -1.80481 0.69583
H -3.22125 -2.39574 1.05067

Atomic forces in eV per Å
-0.4 0.1 0.0
0.0 0.0 -0.1
0.0 0.0 0.0
0.0 -0.1 0.1
0.0 0.0 0.0
0.0 0.0 0.0
0.1 0.0 -0.1
0.0 0.0 0.1
0.0 0.1 0.0
0.0 0.1 0.1
0.0 0.0 0.0
0.0 0.0 0.0
0.0 0.0 0.0
0.0 0.0 0.0
0.0 0.0 0.0
0.0 0.0 0.0
0.0 0.0 0.0
0.0 0.0 0.0
0.0 0.0 0.0
0.0 0.0 0.0
0.0 -0.1 0.0
0.0 0.0 0.0
0.0 0.0 0.0
0.0 -0.1 -0.2
0.1 0.0 0.0
0.0 0.0 0.0
0.0 0.0 0.0
0.0 0.0 0.0
-0.1 -0.1 0.0
0.0 0.0 0.2
0.0 0.0 0.0
0.0 0.0 0.0
0.0 0.0 0.1
0.0 0.0 -0.1
0.0 0.0 0.0
0.0 0.0 0.0
0.0 0.0 0.1
0.0 0.0 0.0
0.0 0.0 0.0
0.0 0.0 0.0
0.0 0.0 0.0
0.0 0.0 0.0
0.0 0.0 0.0
0.0 0.0 0.1
0.0 0.0 0.0
0.0 0.0 0.0
0.0 0.0 0.0
0.0 0.0 0.0
0.0 0.0 0.0
0.0 0.0 0.0
0.0 0.0 0.0
0.1 0.0 -0.1
0.0 0.0 0.0
0.0 0.0 0.0
0.0 0.0 0.0
0.0 0.0 -0.1
0.0 0.0 0.0
0.0 0.0 0.0
0.0 0.0 0.0
0.0 0.0 0.0
0.0 0.0 0.0
0.0 0.0 0.0
0.0 0.0 0.0
0.0 0.0 0.0
-0.1 0.0 -0.1
0.0 0.0 0.0
0.1 0.0 0.1
0.3 -0.1 -0.1
0.0 0.0 0.0
0.0 0.0 0.0
0.0 0.0 0.0
0.0 0.0 0.0
0.0 0.0 0.0
0.0 0.0 0.0
0.0 0.0 0.0
0.0 0.0 0.0
-0.1 0.0 -0.1

Computed properties:
LUMO energy (alpha / beta) ... -11.288 / -12.652 eV
Largest force on an atom ... 0.44 eV/A
Calculated total energy ... -11420.132933 hartree
Net charge ... +4
<S²> ... 6.028
Spin multiplicity ... 5
HOMO level (alpha / beta) ... -18.5 / -19.4 eV
Energy relative to the best compared isomer or geometry (same formula, charge and spin) ... 0.000 eV


Number 1: molecular weight 514.3 u. Number 2: molecular weight 817.6 u.